Here is a structure of composition C27H26BrN5O5S3Se3TeTi in a non-equilibrium geometry from OMol25. Energies are from ωB97M-V/def2-TZVPD.

Cartesian coordinates (Å):
Ti 1.620824 2.078841 1.812588
O 1.454888 4.040982 5.897706
C 1.063635 2.956972 6.585935
C 1.015510 3.065205 7.979475
C 0.619562 1.996005 8.757050
C 0.257928 0.789561 8.160520
C 0.298634 0.681115 6.783007
C 0.695653 1.747051 5.975997
C 0.712159 1.609420 4.497833
O 1.195405 2.583520 3.800646
N 0.180974 0.535268 3.988940
N 0.111278 0.636274 2.603925
C -0.505095 -0.330703 2.033873
S -0.944283 -1.807540 2.874537
C -0.935158 -2.751533 1.321221
C -1.576696 -1.930100 0.218918
S -1.028631 -0.208896 0.377295
H 1.514244 3.788778 4.943612
H 1.304105 4.011287 8.419658
H 0.595315 2.100221 9.835835
H -0.048776 -0.054354 8.765303
H 0.020149 -0.239296 6.287753
H -1.479566 -3.680976 1.490109
H 0.100725 -2.972316 1.063384
H -2.665015 -1.955958 0.273372
H -1.250888 -2.287413 -0.758924
Se 3.517875 0.599526 2.725612
Se 4.816369 2.450809 2.026243
Te 3.977066 4.598948 3.084192
Se 1.845729 4.848782 1.850711
Br -1.917518 3.272525 2.711277
C -1.482930 3.200238 0.872599
C -2.468802 3.509669 -0.049683
C -2.150869 3.421749 -1.394343
C -0.867374 3.064484 -1.761420
C 0.055211 2.804158 -0.767753
N -0.252012 2.844659 0.540556
C 1.490683 2.436921 -1.104818
O 1.772924 2.230067 -2.275027
O 2.259860 2.395445 -0.090379
H -3.454270 3.792781 0.288169
H -2.903953 3.630777 -2.143523
H -0.550139 2.963913 -2.789707
C -0.365447 -5.223226 -3.414689
C 0.109769 -4.164900 -4.405146
C 1.374331 -3.445335 -3.951095
N 1.175921 -2.792966 -2.662758
C 1.609492 -1.550264 -2.285575
S 1.991230 -1.293763 -0.655684
N 1.651674 -0.573904 -3.199320
C 1.049569 -0.560288 -4.522151
O 1.801495 -0.378227 -5.506673
C -0.349683 -0.786702 -4.599439
C -0.955192 -0.961640 -5.883405
C -2.297887 -1.240889 -6.002789
C -3.126306 -1.342817 -4.874725
C -2.555782 -1.127372 -3.608211
C -1.214159 -0.856099 -3.464635
H -1.214794 -5.782827 -3.810908
H -0.688181 -4.762920 -2.478809
H 0.431071 -5.937878 -3.184161
H -0.672365 -3.418233 -4.559445
H 0.308489 -4.627104 -5.377091
H 1.663322 -2.709705 -4.694227
H 2.204025 -4.161332 -3.867118
H 1.173073 -3.408259 -1.866620
H 2.096220 0.286272 -2.904242
H -0.322921 -0.878647 -6.757429
H -2.722393 -1.382815 -6.992067
H -4.182333 -1.559967 -4.977621
H -3.186090 -1.160656 -2.724821
H -0.800875 -0.664406 -2.481420

Forces on the atoms, in the same order (eV/Å):
Ti 0.2149 1.4489 -0.3356
O -0.0285 -0.0510 0.1627
C 0.0658 0.1249 -0.1269
C -0.0010 0.0266 0.0375
C -0.0036 -0.0084 -0.0594
C 0.0035 0.0031 0.0118
C 0.0009 0.0005 -0.0184
C 0.0868 -0.0245 0.0169
C -0.1213 0.1334 0.0682
O -0.1507 -0.4636 -0.0047
N -0.2091 -0.2238 0.0839
N 0.4101 0.1575 -0.1923
C 0.0079 0.0724 -0.0288
S -0.0326 -0.0419 -0.0095
C -0.0167 -0.0118 0.0266
C 0.0114 -0.0013 -0.0376
S -0.0516 0.0027 0.0647
H -0.0312 0.0139 0.0043
H 0.0021 -0.0039 0.0064
H -0.0031 -0.0026 0.0009
H 0.0004 0.0015 0.0009
H 0.0019 -0.0141 0.0024
H 0.0013 -0.0025 -0.0047
H -0.0053 0.0196 -0.0083
H 0.0002 -0.0001 0.0180
H -0.0034 0.0375 -0.0498
Se 0.0415 0.2010 0.0059
Se -0.0759 -0.0651 -0.0468
Te 0.2352 -0.3167 0.2224
Se -0.2474 -0.0750 -0.1849
Br -0.0032 0.0129 -0.0191
C 0.0968 -0.0839 0.0558
C -0.0242 -0.0115 -0.0518
C -0.0832 0.0249 0.0648
C 0.1000 -0.0523 -0.0950
C -0.0796 -0.0085 0.1245
N 0.0070 -0.0107 0.0077
C -0.0897 -0.1619 -0.1959
O 0.0609 0.1508 0.0381
O -0.1975 -0.6496 0.4403
H 0.0056 -0.0090 0.0196
H 0.0079 -0.0061 -0.0085
H 0.0062 0.0020 0.0054
C 0.0200 0.0162 -0.0372
C -0.0424 0.0112 -0.0230
C -0.1073 0.0226 -0.0238
N 0.0654 0.0489 0.0607
C -0.2270 0.0342 -0.2275
S 0.2493 -0.1026 -0.0743
N 0.0287 -0.2663 0.1149
C 0.0386 -0.0614 -0.2981
O -0.0148 -0.0085 0.1423
C -0.0160 0.0842 0.0993
C -0.0537 -0.0027 0.0297
C 0.0329 0.0087 0.0803
C -0.0225 -0.0205 -0.0031
C 0.0749 0.0230 -0.0400
C -0.0487 0.0144 -0.0600
H -0.0047 0.0064 0.0072
H 0.0034 0.0007 0.0117
H -0.0041 -0.0151 0.0024
H 0.0010 -0.0488 -0.0004
H 0.0123 -0.0104 0.0013
H 0.0609 0.0246 -0.0075
H -0.0193 -0.0169 0.0472
H 0.0792 -0.0219 0.0383
H -0.0176 0.1671 0.1056
H 0.0228 -0.0029 0.0089
H -0.0070 0.0006 -0.0059
H -0.0005 -0.0012 0.0018
H -0.0103 -0.0106 0.0253
H -0.0029 -0.0076 0.0122

For the orbital gap (spin up / spin down), the calculation gives 3.91 / 5.83 eV. As for the expectation value of S²: 2.029. Its total charge is -2. The energy relative to the best compared isomer or geometry (same formula, charge and spin) is 0.0 kJ/mol. Its spin multiplicity is 3. Its strongest force on any atom is 1.50 eV Å⁻¹.

Mulliken population analysis, charges in e, atoms 1 to 5: 0.672, -0.690, 0.309, -0.676, -0.277